Record 1
ORCA calculation (ωB97M-V/def2-TZVPD) on C40H47BCl2N13O2RbS as an isolated structure.

```
107
C40H47BCl2N13O2RbS (ωB97M-V/def2-TZVPD)
Rb 0.243 0.537 -0.608
C 0.407 -5.363 -2.077
C 0.849 -3.901 -1.758
C 0.012 -2.847 -2.571
C 1.020 -3.628 -0.282
C 1.593 -4.455 0.704
C 1.599 -3.691 1.842
N 1.161 -2.485 1.534
N 0.818 -2.418 0.230
B 1.308 -1.239 2.425
N 0.024 -0.284 2.710
C -0.026 0.556 3.731
C -1.247 1.222 3.603
C -1.839 0.773 2.423
N -1.004 -0.109 1.864
C -3.090 1.141 1.696
C -4.276 1.110 2.606
C -3.031 2.593 1.167
N 2.548 -0.343 2.039
C 3.643 -0.088 2.739
C 4.412 0.889 2.121
C 3.611 1.279 1.029
N 2.581 0.525 0.961
C 3.996 2.240 -0.022
C 4.481 1.521 -1.356
C 2.850 3.260 -0.487
H 0.434 -5.619 -3.149
H 1.081 -6.130 -1.626
H -0.605 -5.684 -1.668
H 1.852 -3.882 -2.152
H -1.066 -2.894 -2.353
H 0.392 -1.885 -2.153
H 0.198 -3.100 -3.670
H 1.808 -5.501 0.655
H 1.868 -3.923 2.838
H 1.571 -1.654 3.483
H 0.674 0.684 4.549
H -1.676 2.089 4.172
H -3.143 0.501 0.800
H -4.176 1.948 3.392
H -5.241 1.118 2.135
H -4.421 0.182 3.174
H -2.933 3.161 1.927
H -2.212 2.844 0.603
H -4.016 2.791 0.679
H 3.788 -0.576 3.719
H 5.381 1.170 2.577
H 4.909 2.829 0.273
H 3.683 0.756 -1.683
H 4.826 2.268 -2.037
H 5.522 1.016 -1.337
H 2.105 2.645 -1.131
H 2.180 3.491 0.381
H 3.201 4.050 -1.134
O 2.847 4.659 7.813
C 2.997 3.623 6.831
O 3.528 2.568 7.158
C 2.372 3.914 5.587
C 2.633 2.980 4.495
C 1.895 2.987 3.281
C 0.961 4.062 2.988
C 0.691 4.890 4.049
C 1.334 4.875 5.335
N 0.402 4.128 1.825
C 0.130 5.316 1.241
C -0.556 5.512 -0.047
C -0.598 6.712 -0.563
C -1.087 6.927 -1.911
C -1.431 5.693 -2.723
C -1.091 4.456 -2.059
N -0.618 4.299 -0.774
H 2.966 5.433 7.285
H 3.417 2.242 4.596
H 2.290 2.502 2.458
H -0.240 5.452 4.074
H 0.840 5.260 6.316
H 0.221 6.249 1.749
H -0.185 7.750 -0.183
H -1.073 7.847 -2.491
H -3.297 -3.675 -7.691
H -1.531 3.621 -2.832
C -1.144 -5.672 3.033
C -2.054 -5.243 1.915
N -2.435 -6.026 0.975
N -2.973 -5.149 -0.041
C -3.051 -3.864 0.453
S -3.898 -2.620 -0.204
N -2.394 -3.975 1.595
N -2.317 -2.954 2.499
H -0.134 -5.374 2.785
H -1.179 -6.756 3.051
H -1.445 -5.327 4.037
H -3.614 -5.618 -0.687
H -3.170 -2.454 2.612
H -1.694 -2.238 2.130
Cl -1.362 -4.345 -6.352
C -2.907 -3.440 -8.722
C -3.661 -2.852 -9.742
C -3.132 -2.452 -10.949
C -1.757 -2.568 -11.145
C -0.956 -3.047 -10.075
Cl 0.726 -3.027 -10.291
C -1.483 -3.547 -8.846
N -0.616 -3.827 -7.887
H -4.819 -2.922 -9.678
H -3.756 -2.184 -11.752
H -1.219 -2.290 -12.048
```

The total energy is -102916.60031 eV. The calculation puts the energy above the lowest of the compared OMol25 structures with the same formula, charge and spin at 159.43 kcal per mole. As for the LUMO energy: 2.702 eV. As for the total charge: -2. The value obtained for the HOMO energy is -0.0626 hartree.

These are the Löwdin partial charges, in e, on atoms 1 to 8:
1. Rb 0.712
2. C -0.078
3. C -0.345
4. C -0.051
5. C -0.272
6. C -0.026
7. C -0.125
8. N -0.047

---

Record 2
ORCA calculation (ωB97M-V/def2-TZVPD) on a 2-piece molecular cluster, C27H27FO4S overall.

```
60
C27H27FO4S (ωB97M-V/def2-TZVPD)
C 5.822 -2.630 -2.538
C 4.477 -2.006 -2.339
C 4.366 -0.620 -2.155
C 3.141 -0.045 -1.861
C 1.961 -0.836 -1.826
C 0.688 -0.211 -1.651
C -0.488 -0.775 -2.123
C -1.704 -0.105 -2.147
C -2.970 -0.749 -2.305
C -4.168 0.018 -2.338
C -5.409 -0.596 -2.387
C -5.510 -1.995 -2.408
C -6.860 -2.638 -2.452
C -4.341 -2.769 -2.420
C -3.092 -2.167 -2.367
C 2.083 -2.236 -2.055
C 3.319 -2.794 -2.335
H 5.728 -3.719 -2.599
H 6.304 -2.275 -3.458
H 6.502 -2.393 -1.708
H 5.258 0.003 -2.224
H 3.046 1.031 -1.683
H 0.664 0.818 -1.290
H -0.440 -1.783 -2.543
H -1.682 0.983 -2.033
H -4.087 1.107 -2.306
H -6.320 0.005 -2.405
H -6.765 -3.728 -2.458
H -7.444 -2.345 -1.571
H -7.441 -2.335 -3.334
H -4.426 -3.857 -2.471
H -2.190 -2.780 -2.336
H 1.192 -2.863 -2.006
H 3.410 -3.862 -2.527
C -3.560 0.575 1.803
C -2.611 1.143 0.781
O -1.320 1.218 1.427
C -0.352 1.853 0.708
C 0.904 1.702 1.457
F 1.973 2.337 0.973
S 0.611 1.967 3.290
C 2.149 2.404 4.108
C 3.000 1.361 4.468
C 4.239 1.656 5.040
C 4.611 2.984 5.253
C 3.714 4.018 4.977
C 2.468 3.734 4.407
O -0.205 3.161 3.385
O 0.185 0.693 3.822
O -0.501 2.420 -0.379
H -4.441 0.180 1.282
H -3.074 -0.212 2.389
H -3.884 1.371 2.479
H -2.531 0.476 -0.091
H -2.903 2.139 0.414
H 2.682 0.333 4.298
H 4.898 0.833 5.316
H 5.596 3.216 5.651
H 3.975 5.053 5.205
H 1.753 4.532 4.197
```

The total energy is -50175.26368 eV. The calculation puts the energy above the lowest of the compared OMol25 structures with the same formula, charge and spin at 25.09 kcal per mole. As for the LUMO energy: -2.625 eV. The value obtained for the HOMO energy is -0.2251 hartree.

These are the Löwdin partial charges, in e, on atoms 1 to 8:
1. C -0.050
2. C -0.260
3. C -0.026
4. C 0.013
5. C -0.196
6. C 0.060
7. C -0.049
8. C 0.019

---

Record 3
ORCA calculation (ωB97M-V/def2-TZVPD) on a 2-piece molecular cluster, C2H2Cl2N overall.

```
7
C2H2Cl2N (ωB97M-V/def2-TZVPD)
C 0.912 -0.913 -0.793
C -0.326 0.262 0.970
N 0.227 -0.328 0.121
Cl 2.086 -2.010 -0.391
Cl 1.289 2.218 2.046
H 0.547 -0.793 -1.829
H -0.948 0.877 1.532
```

The total energy is -28628.92428 eV. The calculation puts the energy above the lowest of the compared OMol25 structures with the same formula, charge and spin at 73.05 kcal per mole. As for the LUMO energy (alpha / beta): -7.509 / -8.195 eV. As for the total charge: +1. The value obtained for the HOMO energy (alpha / beta) is -0.5948 / -0.5464 hartree.

Which charges does Löwdin predict for the atoms? In e, they are:
1. C -0.513
2. C 0.200
3. N 0.039
4. Cl 0.881
5. Cl 0.167
6. H 0.140
7. H 0.086

---

Record 4
ORCA calculation (ωB97M-V/def2-TZVPD) on an isolated ion of composition H3N2O2S and charge -1.

```
8
H3N2O2S (ωB97M-V/def2-TZVPD)
N 0.003 -0.729 1.666
N 0.872 -0.084 -0.927
O -1.309 -1.408 -0.459
O -1.524 1.433 -0.074
S -0.564 -0.343 0.203
H 0.593 0.026 2.070
H 0.383 0.391 -1.751
H 1.547 0.714 -0.728
```

Its multiplicity is 3. The total energy is -17954.51673 eV. Its expectation value of S² is 2.01. The calculation puts the energy above the lowest of the compared OMol25 structures with the same formula, charge and spin at 54.55 kcal per mole. As for the LUMO energy (alpha / beta): 4.312 / 3.675 eV. As for the total charge: -1. The value obtained for the HOMO energy (alpha / beta) is -0.0606 / -0.1546 hartree.

Which charges does Löwdin predict for the atoms? In e, they are:
1. N -0.353
2. N -0.224
3. O -0.486
4. O -0.465
5. S 0.549
6. H -0.053
7. H 0.014
8. H 0.019

---

Record 5
ORCA calculation (ωB97M-V/def2-TZVPD) on a 11-piece molecular cluster, C5H32N10O11 overall.

```
58
C5H32N10O11 (ωB97M-V/def2-TZVPD)
N 5.201 -0.961 3.408
C 4.674 -0.015 2.838
N 3.586 -0.369 2.266
O 5.263 1.083 2.669
H 4.582 -1.750 3.531
H 6.178 -0.793 3.604
H 3.120 0.378 1.771
H 3.113 -1.259 2.323
N -2.817 -1.413 2.412
C -2.577 -2.418 1.588
N -2.271 -3.601 2.029
O -2.521 -2.217 0.398
H -2.760 -1.664 3.389
H -2.755 -0.522 1.941
H -1.706 -4.101 1.357
H -2.162 -3.836 3.005
N 0.613 1.447 0.488
C -0.431 0.665 0.356
N -0.096 -0.483 -0.313
O -1.556 0.835 0.815
H 1.441 1.242 -0.053
H 0.645 2.323 0.990
H -0.856 -1.117 -0.516
H 0.833 -0.681 -0.655
N -2.313 2.893 -1.357
C -3.565 3.343 -1.354
N -3.627 4.303 -2.232
O -4.498 3.080 -0.597
H -1.592 3.410 -1.840
H -2.151 2.419 -0.480
H -4.441 4.862 -2.019
H -2.876 4.870 -2.598
N -1.486 -3.155 -1.937
C -1.240 -3.806 -3.058
N -2.134 -3.665 -3.873
O -0.276 -4.515 -3.183
H -2.170 -2.416 -1.863
H -0.895 -3.402 -1.155
H -2.079 -4.325 -4.635
H -3.016 -3.201 -3.707
O 2.455 2.642 -1.389
H 3.264 3.008 -1.748
H 2.231 3.222 -0.661
O 2.436 3.971 1.112
H 1.746 4.635 1.127
H 2.991 4.185 1.862
O 2.393 -0.289 -1.866
H 3.193 -0.801 -1.754
H 2.647 0.606 -1.640
O 1.776 -2.783 1.821
H 0.973 -2.499 1.384
H 1.474 -3.316 2.557
O -3.279 1.820 2.760
H -2.939 2.665 3.054
H -2.694 1.561 2.048
O 0.737 -0.262 -4.335
H 1.218 -0.464 -3.532
H 0.999 0.632 -4.553
```

The total energy is -43130.24898 eV. The calculation puts the energy above the lowest of the compared OMol25 structures with the same formula, charge and spin at 57.60 kcal per mole. As for the LUMO energy: -0.351 eV. The value obtained for the HOMO energy is -0.3341 hartree.

These are the Löwdin partial charges, in e, on atoms 1 to 8:
1. N 0.182
2. C -0.843
3. N 0.177
4. O -0.024
5. H 0.132
6. H 0.146
7. H 0.106
8. H 0.073

---

Record 6
ORCA calculation (ωB97M-V/def2-TZVPD) on a 2-piece molecular cluster, C2H3N3O overall.

```
9
C2H3N3O (ωB97M-V/def2-TZVPD)
O 2.495 0.593 0.078
C 1.347 0.577 0.729
N 0.236 0.994 0.455
N -1.004 1.014 0.297
C -1.374 -1.981 -0.430
N -1.232 -3.091 -0.715
H 2.380 0.900 -0.838
H -1.358 1.929 0.595
H -1.491 -0.934 -0.171
```

The total energy is -8636.12111 eV. The calculation puts the energy above the lowest of the compared OMol25 structures with the same formula, charge and spin at 100.85 kcal per mole. As for the LUMO energy: -0.555 eV. The value obtained for the HOMO energy is -0.3572 hartree.

These are the Löwdin partial charges, in e, on atoms 1 to 8:
1. O 0.061
2. C -0.148
3. N -0.087
4. N 0.053
5. C -0.104
6. N 0.034
7. H 0.123
8. H 0.075